49
Properties=species:S:1:pos:R:3:mulliken_charge:R:1 method="wB97M-V/def2-TZVPD" s_squared=0.7657 total_charge=+3 spin_multiplicity=2 orbital_gap_ev="6.210 / 4.208" de_lowest_ev=0.314 homo_ev="-17.86 / -17.39"
Ir -0.1738 0.0900 0.2237 0.7116
C 1.7531 -1.9586 -0.5174 -0.5565
N 1.3983 -0.5843 -0.9661 -0.7988
C 2.4892 0.4263 -0.8972 -0.5596
C 1.8326 1.7633 -0.7304 0.0820
N 0.5300 1.8502 -0.3329 0.1630
C 0.2518 3.2294 -0.1643 0.6488
C -0.9062 3.9060 0.1921 -0.1858
C -0.8234 5.2874 0.2593 -0.8874
C 0.3629 5.9709 -0.0294 -0.5099
C 1.5145 5.3022 -0.4074 -1.0286
C 1.4178 3.9229 -0.4750 0.5060
N 2.3751 2.9528 -0.8200 0.0579
C 0.4868 -2.5992 -0.0347 0.0769
N -0.6083 -1.8370 0.2547 0.1624
C -1.5834 -2.7177 0.7834 0.6618
C -2.8870 -2.5097 1.2135 -0.1979
C -3.5728 -3.6199 1.6782 -0.8822
C -2.9890 -4.8915 1.7028 -0.5113
C -1.6969 -5.1084 1.2537 -1.0236
C -1.0240 -3.9926 0.7876 0.4984
N 0.2749 -3.8565 0.2670 0.0590
H 2.4375 -1.8731 0.3301 0.2828
H 2.2519 -2.5312 -1.3001 0.6353
H 1.0383 -0.6252 -1.9208 0.4843
H 3.1502 0.3782 -1.7633 0.6353
H 3.0842 0.2235 -0.0035 0.2836
H -1.8361 3.3931 0.3894 0.3737
H -1.7019 5.8584 0.5271 0.4516
H 0.3801 7.0499 0.0399 0.4357
H 2.4278 5.8329 -0.6407 0.4468
H 3.3296 3.1455 -1.1017 0.2810
H -3.3598 -1.5393 1.1725 0.3756
H -4.5933 -3.5082 2.0182 0.4505
H -3.5627 -5.7280 2.0780 0.4353
H -1.2511 -6.0940 1.2634 0.4474
H 0.9367 -4.6135 0.1373 0.2819
F 1.0521 -0.0607 1.6601 -0.4887
C -3.8152 1.6425 2.9609 -0.4334
C -2.5913 1.3529 3.5446 -0.7425
C -1.5523 0.9081 2.7503 -0.1341
N -1.7072 0.7517 1.4235 0.8118
C -2.8954 1.0315 0.8492 -0.4815
C -3.9678 1.4776 1.5868 -0.5618
H -4.6430 1.9925 3.5640 0.4916
H -2.4324 1.4678 4.6078 0.4703
H -0.5796 0.6696 3.1591 0.4546
H -2.9711 0.8891 -0.2248 0.3190
H -4.9046 1.6915 1.0908 0.5075

51
Properties=species:S:1:pos:R:3:mulliken_charge:R:1 method="wB97M-V/def2-TZVPD" total_charge=0 smiles="COC(=O)CN(C(=S)Nc1ccc(F)cc1)[C@@H]1CC(=O)N(c2ccc(OC)cc2)C1=O" orbital_gap_ev=8.854 de_lowest_ev=0.401 homo_ev=-8.35
C -0.8753 1.6653 -3.3404 -0.7374
O -0.6609 1.9425 -1.9573 -0.2963
C 0.5859 1.8485 -1.5084 0.5899
O 1.5430 1.5774 -2.1863 -0.5666
C 0.6500 2.1268 -0.0156 -0.8672
N 1.6291 1.2804 0.6303 0.1594
C 2.6760 1.8604 1.2822 0.2977
S 2.7385 3.4749 1.6200 -0.4266
N 3.6909 1.0568 1.7229 -0.0873
C 4.3047 0.0135 1.0140 -0.2763
C 5.0568 -0.9220 1.7225 -0.3116
C 5.6856 -1.9578 1.0598 -0.6698
C 5.5566 -2.0471 -0.3152 0.2765
F 6.1600 -3.0635 -0.9645 -0.3408
C 4.8347 -1.1166 -1.0408 -0.5897
C 4.2131 -0.0786 -0.3731 -0.1004
C 1.2753 -0.1165 0.8222 0.2585
C 1.1590 -0.9293 -0.4678 -1.0093
C -0.3249 -0.9687 -0.7651 0.1642
O -0.8589 -1.2725 -1.7953 -0.5963
N -0.9881 -0.6111 0.4015 0.5492
C -2.4050 -0.6484 0.5370 -0.0619
C -2.9804 -1.3075 1.6167 -0.4241
C -4.3509 -1.3394 1.7414 -0.7264
C -5.1686 -0.7239 0.7894 0.8751
O -6.5036 -0.8255 1.0045 -0.4664
C -7.3865 -0.2300 0.0829 -0.8335
C -4.5807 -0.0637 -0.2857 -0.5625
C -3.2029 -0.0229 -0.4060 -0.3283
C -0.1492 -0.1858 1.4084 -0.7783
O -0.4752 0.1191 2.5212 -0.5863
H -0.0274 2.0154 -3.9303 0.3932
H -0.9922 0.5872 -3.4738 0.2691
H -1.7861 2.1865 -3.6244 0.2203
H 0.9838 3.1644 0.1273 0.5977
H -0.3440 2.0308 0.4295 0.2682
H 4.2663 1.4975 2.4296 0.3687
H 5.1472 -0.8311 2.7944 0.4564
H 6.2701 -2.6898 1.5936 0.4380
H 4.7758 -1.1991 -2.1141 0.4927
H 3.6784 0.6750 -0.9303 0.6215
H 1.9756 -0.5506 1.5375 0.9778
H 1.5024 -1.9546 -0.3165 0.4693
H 1.7137 -0.5160 -1.3066 0.3963
H -2.3549 -1.7831 2.3551 0.4203
H -4.8206 -1.8420 2.5713 0.4240
H -8.3870 -0.4444 0.4548 0.2407
H -7.2442 0.8540 0.0334 0.3342
H -7.2728 -0.6599 -0.9172 0.3346
H -5.1816 0.4272 -1.0340 0.4110
H -2.7506 0.4977 -1.2347 0.3386

51
Properties=species:S:1:pos:R:3:mulliken_charge:R:1 method="wB97M-V/def2-TZVPD" total_charge=+4 orbital_gap_ev=4.224 homo_ev=-19.20
Hf 0.0180 -1.1847 -0.3745 1.6390
C -4.6050 -1.1351 -0.5608 -0.3381
C -3.2534 -1.5116 -0.7917 -0.0945
N -2.2781 -0.6134 -0.5561 -0.5206
C -2.5478 0.5897 -0.0932 0.6054
C -3.8553 0.9434 0.0584 -0.2006
N -4.8460 0.0724 -0.1125 -0.4166
C -1.3945 1.5106 0.1040 0.6261
C -1.5266 2.8737 0.1803 -1.0121
C -0.3841 3.7049 0.1157 0.7082
C 0.9116 2.9788 0.0135 -0.5872
C 0.9222 1.6200 -0.0427 0.5906
N -0.2318 0.8316 -0.0324 -0.1803
C 2.1749 0.9268 -0.3042 0.4795
C 3.4089 1.5289 -0.0861 -0.4082
N 4.5631 0.9548 -0.4615 -0.3589
C 4.4140 -0.2605 -0.9872 -0.3348
C 3.1996 -1.0184 -1.0638 -0.1543
N 2.0316 -0.3974 -0.6979 -0.3632
C -0.4351 5.1467 0.1348 0.7659
C -1.5099 5.7662 0.7958 -0.5455
C -1.6002 7.1273 0.7120 -0.4941
N -0.7534 7.9129 0.0772 -0.4082
C 0.2457 7.3081 -0.5711 -0.4072
C 0.5366 5.9556 -0.6027 -0.5948
H -5.4564 -1.7908 -0.6030 0.4402
H -3.1420 -2.5276 -1.0495 0.4330
H -4.0391 1.9579 0.4276 0.4179
H -2.4336 3.3666 0.1965 0.7684
H 1.9075 3.4966 -0.1028 -0.0221
H 3.4929 2.5955 0.1963 0.5484
H 5.4045 -0.6603 -1.2994 0.4206
H 3.1070 -1.9689 -1.5494 0.5406
H -2.1995 5.2176 1.4052 0.5388
H -2.3899 7.6040 1.2579 0.4129
H 0.9108 8.0697 -1.0231 0.3937
H 1.4414 5.5424 -1.0966 0.3545
C -1.3098 -5.9855 -0.3507 -1.0255
N 0.0093 -6.1012 0.2663 -0.2237
C 0.7576 -5.1334 0.6143 0.6313
S 0.1656 -3.4857 0.1292 -0.2980
N 1.9218 -5.2660 1.1299 -0.1883
C 2.6035 -6.5648 1.5095 -0.9925
H -1.4699 -7.0159 -0.6331 0.3389
H -1.3319 -5.3997 -1.2554 0.4287
H -2.0729 -5.7840 0.4166 0.3650
H 0.1483 -7.0282 0.6174 0.3144
H 2.4298 -4.4165 1.3395 0.2364
H 2.1568 -6.8461 2.4138 0.3893
H 3.6088 -6.2864 1.5887 0.3883
H 2.5741 -7.2205 0.6009 0.3932

49
Properties=species:S:1:pos:R:3:mulliken_charge:R:1 method="wB97M-V/def2-TZVPD" total_charge=0 smiles="C=CCNC(=O)/C(C#N)=C/c1ccc(OS(=O)(=O)c2ccc(C)cc2)c(OC)c1" orbital_gap_ev=7.945 de_lowest_ev=2.325 homo_ev=-8.76
C 8.0749 1.0890 -0.7479 -0.7569
C 7.2050 0.1108 -0.9066 0.0011
C 6.3921 -0.4779 0.2091 -0.7443
N 4.9731 -0.3662 -0.0617 -0.0808
C 4.1597 0.4285 0.6632 0.5124
O 4.5177 1.0448 1.6462 -0.6938
C 2.7346 0.4864 0.1768 0.4082
C 2.4139 -0.3032 -0.9361 -0.2873
N 2.2359 -0.9832 -1.8485 -0.6060
C 1.8863 1.2945 0.8559 -0.3484
C 0.4910 1.5724 0.6428 0.7577
C -0.1500 2.4601 1.5126 -1.0126
C -1.4880 2.7539 1.3545 -0.6850
C -2.2254 2.1824 0.3238 0.1518
O -3.5366 2.5202 0.2251 -0.5430
S -4.7756 1.6303 -0.3712 1.4538
O -5.8751 2.0684 0.4257 -0.7289
O -4.8887 1.7760 -1.7850 -0.6153
C -4.3552 -0.0375 0.0954 0.1850
C -4.5449 -1.0604 -0.8120 -0.6473
C -4.2353 -2.3555 -0.4402 -0.6729
C -3.7386 -2.6308 0.8325 1.0078
C -3.3940 -4.0371 1.2130 -1.4722
C -3.5690 -1.5830 1.7301 -0.8914
C -3.8835 -0.2830 1.3670 -0.3448
C -1.5930 1.2974 -0.5718 1.3009
O -2.3741 0.7949 -1.5571 -0.2519
C -1.7947 -0.0492 -2.5276 -1.1678
C -0.2531 1.0008 -0.3972 -0.7192
H 8.6430 1.4864 -1.5716 0.2692
H 8.2587 1.5286 0.2183 0.2537
H 7.0253 -0.3192 -1.8840 0.2689
H 6.5799 0.0508 1.1456 0.3924
H 6.6448 -1.5383 0.3339 0.2793
H 4.6231 -0.8136 -0.8959 0.1988
H 2.3464 1.8112 1.6923 0.4611
H 0.4067 2.9160 2.3166 0.4198
H -1.9918 3.4374 2.0190 0.4902
H -4.9212 -0.8181 -1.7925 0.5769
H -4.3783 -3.1658 -1.1399 0.4073
H -4.2335 -4.7006 1.0145 0.3728
H -2.5478 -4.3887 0.6237 0.3088
H -3.1338 -4.1055 2.2655 0.3547
H -3.1914 -1.7836 2.7218 0.3339
H -3.7698 0.5336 2.0625 0.4897
H -0.9658 0.4432 -3.0433 0.4529
H -1.4447 -0.9861 -2.0827 0.4101
H -2.5926 -0.2541 -3.2379 0.2577
H 0.2334 0.3229 -1.0765 0.4929

47
Properties=species:S:1:pos:R:3:mulliken_charge:R:1 method="wB97M-V/def2-TZVPD" total_charge=0 smiles="Cc1cn2cc(C(=O)N3C[C@@H]4C[C@H]3CN4C)cc2c(C#Cc2ccsc2)n1" orbital_gap_ev=7.764 de_lowest_ev=6.264 homo_ev=-7.93
C -3.9267 -4.1624 -0.3446 -1.1998
C -3.3300 -2.9327 0.2414 0.5478
C -2.1497 -3.0346 0.9556 -0.4240
N -1.4422 -1.9030 1.2133 0.1551
C -0.2257 -1.7507 1.8672 -0.7611
C 0.0947 -0.3931 1.8101 0.2639
C 1.2142 0.3585 2.2215 -0.0387
O 1.4372 0.4502 3.3894 -0.5996
N 2.2053 0.7406 1.2265 0.1670
C 3.4391 1.3675 1.5996 -0.8361
C 4.2438 1.0305 0.3781 -0.2048
C 3.2442 0.9754 -0.7968 -1.0619
C 2.3350 0.0475 -0.0799 -0.3377
C 3.4074 -1.1142 0.1006 -1.0030
N 4.6084 -0.3472 0.4746 0.0282
C 5.9657 -0.8579 0.2651 -1.0914
C -0.9940 0.2760 1.1378 -0.6329
C -1.9232 -0.7014 0.7785 0.4880
C -3.2456 -0.6063 0.1533 0.4981
C -3.6546 0.7377 -0.2186 -0.1790
C -3.9062 1.7868 -0.8187 0.5880
C -4.0767 2.8865 -1.6677 -0.0020
C -4.5468 2.7723 -3.0487 -0.6960
C -4.6305 3.9476 -3.7506 -0.2130
S -4.1249 5.2010 -2.5960 -0.1559
C -3.8264 4.1023 -1.2574 -0.4549
N -3.8766 -1.6791 -0.2657 -0.6327
H -3.9667 -4.8455 0.4999 0.3720
H -4.9134 -3.8621 -0.7530 0.3228
H -3.3201 -4.5161 -1.0867 0.3072
H -1.9577 -4.0853 1.3467 0.2461
H 0.2432 -2.5924 2.3989 0.4958
H 3.2728 2.5062 1.7757 0.3379
H 3.9106 0.8891 2.5255 0.2650
H 5.1787 1.5433 0.2955 0.6421
H 2.8318 2.0009 -1.1193 0.3117
H 3.5280 0.4669 -1.6637 0.4379
H 1.4245 -0.2757 -0.5202 0.6416
H 3.0907 -1.7542 0.9219 0.3849
H 3.5045 -1.6335 -0.7923 0.4832
H 6.6387 -0.1447 0.8242 0.3215
H 6.1282 -1.8270 0.7380 0.3301
H 6.3393 -0.8318 -0.7066 0.3876
H -1.0671 1.3665 0.9426 0.3884
H -4.8099 1.8195 -3.5019 0.3679
H -4.8613 4.0769 -4.8409 0.3818
H -3.5102 4.5012 -0.2522 0.3626